Below is a molecular structure, C26H27BiBrN5O4S in a non-equilibrium geometry, with properties calculated with ωB97M-V/def2-TZVPD.

XYZ file:
```
65
Properties=species:S:1:pos:R:3:forces:R:3:mulliken_charge:R:1
Bi 1.008 -0.560 0.467 -2.3 1.6 -1.5 2.366
C -0.403 1.531 4.203 -0.2 0.3 0.4 -1.300
C -0.574 0.722 2.947 -0.8 -0.5 0.3 0.785
O 0.374 0.245 2.334 -4.3 1.1 5.5 -0.885
N -1.892 0.541 2.581 1.0 0.1 -0.1 -0.095
C -2.200 -0.277 1.424 -0.3 0.0 -0.4 -1.473
C -1.727 -1.701 1.587 0.2 3.2 3.4 1.338
C -2.620 -2.746 1.804 -1.5 -0.2 2.2 -1.522
C -2.112 -4.029 1.992 -0.5 -0.1 2.9 -0.808
C -0.736 -4.230 1.966 -0.3 -0.2 2.0 -0.764
C 0.082 -3.135 1.751 1.1 0.1 2.8 -0.083
N -0.381 -1.882 1.563 -1.8 0.8 8.2 0.040
H 0.585 1.999 4.201 -1.1 0.0 0.8 0.470
H -0.496 0.875 5.072 0.0 0.1 0.0 0.301
H -1.156 2.323 4.257 0.0 -0.2 0.1 0.368
H -2.618 0.729 3.257 0.2 0.1 -0.1 0.301
H -1.710 0.166 0.549 -0.1 -0.1 0.1 0.199
H -3.282 -0.231 1.262 0.2 -0.1 0.0 0.582
H -3.690 -2.572 1.834 0.1 0.1 -0.1 0.399
H -2.783 -4.865 2.164 0.1 0.6 0.6 0.687
H -0.309 -5.216 2.113 0.0 0.1 -0.1 0.395
H 1.163 -3.231 1.727 0.2 0.4 -0.1 0.645
C -1.743 5.067 -3.723 -0.1 0.1 -0.3 -1.426
C -0.682 4.064 -3.385 0.2 -0.3 0.2 0.940
C -0.976 2.693 -3.362 0.6 0.1 0.1 -1.045
C 0.007 1.764 -3.018 0.1 0.4 0.2 -0.210
C 1.286 2.211 -2.682 0.0 -0.3 0.2 0.265
C 1.597 3.570 -2.699 -0.3 0.0 0.1 -0.222
C 0.608 4.495 -3.040 -0.1 -0.6 0.0 -0.838
S 2.568 0.988 -2.271 1.4 6.9 -1.8 1.087
O 2.221 -0.115 -3.170 2.8 7.6 -5.2 -0.472
O 3.803 1.674 -2.658 -0.6 -0.9 1.1 -0.773
N 2.386 0.644 -0.725 2.8 2.1 -3.8 -0.283
C 2.641 1.500 0.275 1.1 2.1 1.3 -0.154
C 3.536 2.569 0.280 0.7 1.1 0.3 -0.490
C 3.684 3.345 1.429 0.0 -0.5 -0.8 -0.569
C 2.943 3.035 2.558 -0.2 -0.2 0.0 -0.816
C 2.090 1.951 2.482 0.5 -0.3 -0.7 -0.520
N 1.934 1.185 1.379 4.0 4.9 0.0 -0.060
H -2.561 4.604 -4.284 0.1 0.1 0.2 0.355
H -1.332 5.867 -4.347 -0.1 0.0 0.2 0.378
H -2.152 5.503 -2.806 0.0 0.1 -0.1 0.283
H -1.970 2.335 -3.615 0.1 0.1 0.0 0.328
H -0.213 0.700 -3.009 0.0 0.1 0.0 0.446
H 2.599 3.902 -2.446 -0.1 -0.1 -0.1 0.414
H 0.854 5.553 -3.037 -0.1 -0.1 -0.1 0.379
H 4.140 2.801 -0.591 -0.2 -0.2 0.0 0.626
H 4.381 4.176 1.432 0.0 -0.1 0.0 0.414
H 3.032 3.612 3.468 0.0 -0.1 0.0 0.432
H 1.487 1.650 3.331 1.5 0.0 -1.1 0.539
C -2.532 -5.027 -0.204 -0.1 -0.7 -1.0 -1.205
C -1.411 -4.187 -0.725 0.3 0.2 -1.2 0.014
C -0.792 -4.456 -1.947 0.2 0.4 -0.1 -0.874
C 0.247 -3.638 -2.380 -0.7 -0.6 -0.3 -1.045
C 0.612 -2.589 -1.560 1.4 -1.2 1.0 0.376
Br 1.939 -1.385 -1.908 -2.5 -13.0 1.8 -0.146
N 0.065 -2.288 -0.398 -3.5 -6.0 -3.8 0.256
C -0.943 -3.095 0.004 -0.8 -2.5 -6.1 0.706
H -2.777 -5.841 -0.894 0.1 0.2 -0.1 0.476
H -3.432 -4.418 -0.071 0.0 -0.3 0.1 0.317
H -2.255 -5.474 0.757 -0.4 -0.5 -1.2 0.202
H -1.111 -5.293 -2.562 0.0 0.0 0.1 0.397
H 0.749 -3.818 -3.322 0.1 0.1 0.2 0.470
H -1.380 -2.831 0.963 0.2 -3.4 -7.5 0.331
O 2.331 -1.456 1.423 1.9 -1.8 0.9 -1.229
```
Forces are in eV/Å.

Results
relative energy (zero: lowest compared OMol25 entry of this formula, charge and spin): 2054.0 kJ/mol
HOMO-LUMO gap: 6.261 eV
E_HOMO: -6.285 eV

=====

Below is a molecular structure, C26H27Br2CaN5O3, with properties calculated with ωB97M-V/def2-TZVPD.

XYZ file:
```
64
Properties=species:S:1:pos:R:3:forces:R:3:mulliken_charge:R:1
Ca -0.059 0.150 0.382 -0.1 0.1 0.1 2.268
C -1.693 -0.948 3.201 0.1 0.0 -0.1 -0.558
C -0.305 -1.059 3.252 -0.1 0.1 0.0 -0.334
C 0.474 0.096 3.330 0.0 -0.1 0.0 -0.819
C -0.130 1.350 3.317 0.0 0.0 0.0 -0.262
C -1.514 1.450 3.255 0.0 0.0 0.0 -0.453
C -2.296 0.304 3.204 0.0 0.0 0.0 -0.317
H -2.301 -1.844 3.178 0.0 0.0 0.0 0.514
H 0.155 -2.039 3.286 0.0 0.0 0.0 0.496
H 1.548 0.022 3.437 0.0 0.0 0.0 0.576
H 0.477 2.243 3.393 0.0 0.0 0.0 0.465
H -1.980 2.426 3.268 0.0 0.0 0.0 0.463
H -3.375 0.382 3.186 0.0 0.0 0.0 0.456
Br 3.876 5.087 -2.889 0.0 0.0 0.0 -0.093
C 2.820 3.897 -1.905 0.0 0.0 0.0 -0.136
C 1.438 4.001 -1.920 0.1 -0.1 0.1 -0.897
C 0.720 3.071 -1.190 0.0 0.1 -0.1 -0.406
N 1.278 2.096 -0.472 -0.1 0.0 0.2 0.194
C 2.615 2.028 -0.436 0.2 -0.1 0.0 0.686
C 3.421 2.898 -1.153 -0.1 0.0 0.0 -1.026
C 3.220 0.940 0.393 0.0 0.0 0.0 0.525
C 4.557 0.993 0.767 -0.1 -0.1 0.1 -0.859
C 5.088 -0.059 1.498 0.1 0.0 0.0 -0.288
Br 6.882 -0.018 2.019 0.0 0.0 0.0 -0.083
C 4.283 -1.136 1.836 -0.1 0.0 0.0 -0.897
C 2.960 -1.086 1.445 0.0 0.0 0.0 -0.724
N 2.422 -0.078 0.754 0.0 0.1 -0.1 0.645
H 0.938 4.773 -2.486 0.0 0.0 0.0 0.471
H -0.361 3.108 -1.175 0.0 0.0 0.0 0.446
H 4.496 2.808 -1.152 0.0 0.0 0.0 0.451
H 5.181 1.837 0.519 0.0 0.0 0.0 0.517
H 4.668 -1.975 2.397 0.0 0.0 0.0 0.480
H 2.291 -1.900 1.701 0.0 0.0 0.0 0.522
C -3.688 3.052 0.384 -0.1 0.0 0.0 -1.193
C -2.908 1.940 -0.243 0.1 -0.1 0.0 0.421
O -1.749 1.680 0.124 0.0 0.0 -0.1 -0.571
N -3.487 1.241 -1.222 0.0 0.0 0.0 -0.013
C -2.794 0.175 -1.937 0.0 0.0 0.1 -1.249
C -2.888 -1.162 -1.237 0.0 0.0 0.0 0.757
C -3.909 -2.043 -1.567 0.0 0.0 0.0 -0.947
C -3.991 -3.263 -0.918 0.0 0.0 0.0 -0.425
C -3.034 -3.573 0.036 0.0 0.0 0.0 -1.147
C -2.050 -2.640 0.301 0.1 0.1 0.0 -0.447
N -1.968 -1.449 -0.305 0.0 -0.1 0.0 0.590
H -3.163 3.993 0.220 0.0 0.0 0.0 0.310
H -3.737 2.891 1.460 0.0 0.0 0.0 0.233
H -4.696 3.135 -0.016 0.0 0.0 0.0 0.419
H -4.426 1.480 -1.497 0.0 0.0 0.0 0.274
H -1.750 0.461 -2.059 0.0 0.0 0.0 -0.042
H -3.238 0.103 -2.928 0.0 0.0 0.0 0.696
H -4.628 -1.778 -2.330 0.0 0.0 0.0 0.517
H -4.781 -3.962 -1.160 0.0 0.0 0.0 0.442
H -3.047 -4.517 0.561 0.0 0.0 0.0 0.484
H -1.280 -2.856 1.032 0.0 0.0 0.0 0.661
N 2.018 -3.737 -2.763 0.0 0.0 0.0 -0.581
C 1.564 -2.391 -3.100 0.0 -0.1 0.0 -0.342
C 1.033 -1.723 -1.846 0.0 0.1 -0.2 0.411
O 1.069 -2.481 -0.772 0.0 0.0 0.0 -0.376
O 0.602 -0.583 -1.812 0.0 -0.1 0.1 -0.517
H 3.011 -3.862 -2.910 0.0 0.0 0.0 0.227
H 1.534 -4.455 -3.284 0.0 0.0 0.0 0.228
H 1.468 -3.341 -1.108 0.0 0.0 0.0 0.493
H 0.762 -2.393 -3.839 0.0 0.0 0.0 0.338
H 2.357 -1.759 -3.502 0.0 0.0 0.0 0.326
```
Forces are in eV/Å.

Results
total charge: +2
relative energy (zero: lowest compared OMol25 entry of this formula, charge and spin): 17.1 kJ/mol
HOMO-LUMO gap: 9.171 eV
E_HOMO: -14.486 eV

=====

Below is a molecular structure, C26H27Br2N6O3SSc, with properties calculated with ωB97M-V/def2-TZVPD.

XYZ file:
```
66
Properties=species:S:1:pos:R:3:forces:R:3:mulliken_charge:R:1
Sc -0.356 0.271 0.146 0.0 0.0 0.1 0.274
C -3.585 -2.597 -3.673 0.0 0.0 0.0 -1.081
O -2.934 -1.680 -2.823 0.0 0.0 0.0 -0.082
C -3.712 -0.808 -2.135 0.0 0.1 0.0 0.681
C -5.088 -0.754 -2.200 0.0 0.0 0.0 -0.730
C -5.800 0.190 -1.449 0.0 0.0 0.0 -0.936
C -5.127 1.063 -0.635 0.0 0.0 0.0 -1.043
C -3.724 1.013 -0.536 -0.1 0.1 0.0 1.018
C -3.062 1.963 0.336 0.1 -0.1 0.0 -0.712
N -1.833 1.863 0.688 0.1 0.2 0.0 0.673
N -1.334 2.904 1.471 -0.2 -0.1 -0.1 -0.962
C -0.046 2.785 1.572 0.2 0.1 0.1 0.626
O 0.652 1.838 1.015 -0.1 0.0 0.0 -0.653
C 0.696 3.808 2.357 0.0 0.0 0.0 0.314
C 0.044 4.917 2.893 0.0 0.0 0.0 -0.276
C 0.757 5.860 3.615 0.0 0.0 0.0 -0.627
C 2.123 5.703 3.812 0.0 0.0 0.0 -0.361
C 2.775 4.599 3.282 0.0 0.0 0.0 -0.668
C 2.064 3.655 2.555 0.0 0.0 0.0 -0.350
C -2.996 0.088 -1.298 0.1 -0.1 -0.1 0.260
O -1.680 0.026 -1.289 -0.1 0.0 0.0 -0.295
H -2.800 -3.199 -4.123 0.0 0.0 0.0 0.204
H -4.145 -2.086 -4.462 0.0 0.0 0.0 0.406
H -4.265 -3.247 -3.114 0.0 0.0 0.0 0.409
H -5.630 -1.440 -2.836 0.0 0.0 0.0 0.427
H -6.879 0.221 -1.516 0.0 0.0 0.0 0.392
H -5.666 1.796 -0.047 0.0 0.0 0.0 0.392
H -3.632 2.812 0.711 0.0 0.0 0.0 0.334
H -1.020 5.024 2.733 0.0 0.0 0.0 0.444
H 0.246 6.721 4.027 0.0 0.0 0.0 0.378
H 2.677 6.441 4.378 0.0 0.0 0.0 0.377
H 3.839 4.473 3.435 0.0 0.0 0.0 0.389
H 2.555 2.789 2.133 0.0 0.0 0.0 0.412
C 1.316 -5.080 3.019 0.0 0.0 0.0 -1.059
C 1.155 -3.806 3.836 0.0 0.0 0.0 -0.419
N 0.070 -2.960 3.369 0.0 0.0 0.0 -0.153
C 0.151 -2.146 2.299 0.0 -0.1 0.0 0.498
S -1.305 -1.276 1.906 0.1 0.0 0.1 -0.574
N 1.315 -2.117 1.678 -0.1 0.1 -0.1 -1.045
N 1.339 -1.260 0.624 0.1 0.0 0.0 1.191
C 2.431 -1.193 -0.056 -0.1 0.0 -0.1 0.657
C 3.661 -1.986 0.238 0.0 0.0 0.0 -1.661
C 2.413 -0.273 -1.215 0.0 0.0 0.1 0.007
C 3.502 -0.121 -2.064 0.0 0.0 0.0 -0.631
C 3.396 0.741 -3.147 0.0 0.0 0.0 -0.678
C 2.207 1.412 -3.371 0.0 0.0 0.0 -0.862
C 1.166 1.209 -2.478 0.1 0.0 0.0 -0.387
N 1.275 0.405 -1.428 0.0 0.0 -0.2 0.718
H 2.133 -5.686 3.414 0.0 0.0 0.0 0.336
H 1.536 -4.834 1.980 0.0 0.0 0.0 0.276
H 0.403 -5.677 3.046 0.0 0.0 0.0 0.308
H 2.075 -3.222 3.810 0.0 0.0 0.0 0.248
H 0.946 -4.044 4.880 0.0 0.0 0.0 0.415
H -0.826 -3.009 3.819 0.0 0.0 0.0 0.219
H 3.469 -2.672 1.056 0.0 0.0 0.0 0.375
H 4.483 -1.322 0.517 0.0 0.0 0.0 0.325
H 3.975 -2.553 -0.641 0.0 0.0 0.0 0.338
H 4.418 -0.661 -1.876 0.0 0.0 0.0 0.512
H 4.237 0.876 -3.815 0.0 0.0 0.0 0.414
H 2.076 2.075 -4.214 0.0 0.0 0.0 0.444
H 0.210 1.704 -2.602 0.0 0.0 0.0 0.568
Br -0.461 -0.737 -5.067 0.0 0.0 0.0 -0.117
C 0.886 -1.940 -4.407 0.0 0.0 0.0 -0.316
Br 0.408 -2.784 -2.748 0.0 -0.1 0.0 -0.087
H 1.786 -1.364 -4.236 0.0 0.0 0.0 0.063
H 1.039 -2.714 -5.147 0.0 0.0 0.0 0.446
```
Forces are in eV/Å.

Results
relative energy (zero: lowest compared OMol25 entry of this formula, charge and spin): 0.0 kJ/mol
HOMO-LUMO gap: 7.002 eV
E_HOMO: -7.509 eV

=====

Number 3 is which compound? C26H27Br2N6O3SSc

=====

The highest relative energy (zero: lowest compared OMol25 entry of this formula, charge and spin) belongs to which entry? C26H27BiBrN5O4S